C4H12O | wB97M-V/def2-TZVPD

Values from the calculation:
F_max in eV/Å: 2.88
Relative energy (zero: lowest compared OMol25 entry of this formula, charge and spin) in kcal/mol: 23.02
E_HOMO in eV: -10.20
SMILES string: CCO.CC

Geometry as ORCA input:
```
! wB97M-V def2-TZVPD RIJCOSX def2/J DEFGRID3
* xyz 0 1
C -0.3301 -0.9990 2.7509
C 0.3120 -0.8829 1.3712
O 1.4695 0.0383 1.5126
H -0.9110 -0.0935 2.8747
H 0.4592 -1.1835 3.4776
H -0.9823 -1.8721 2.8127
H 0.7866 -1.7426 0.9181
H -0.2700 -0.2703 0.6884
H 1.4158 0.3925 2.3800
C -0.8138 1.3314 -2.1214
C 0.3166 0.3888 -2.5484
H -0.5687 2.3625 -2.3565
H -1.7573 0.9830 -2.5321
H -0.9315 1.1895 -1.0446
H 1.2362 0.2847 -1.9771
H 0.7314 0.6586 -3.5284
H -0.1626 -0.5854 -2.6775
*
```

***

C34H29NO2S | wB97M-V/def2-TZVPD

Values from the calculation:
F_max in eV/Å: 3.38
Relative energy (zero: lowest compared OMol25 entry of this formula, charge and spin) in kcal/mol: 0.00
E_HOMO in eV: -7.43
SMILES string: CN(C)c1ccc(C2([C@@H](c3ccccc3)S(=O)(=O)c3ccccc3)c3ccccc3-c3ccccc32)cc1

Geometry as ORCA input:
```
! wB97M-V def2-TZVPD RIJCOSX def2/J DEFGRID3
* xyz 0 1
C -7.3463 -1.7762 7.0920
N -6.8381 -0.5117 7.5916
C -7.4914 -0.0168 8.7857
C -5.7506 0.1201 7.0475
C -5.3478 -0.1469 5.7162
C -4.3676 0.6262 5.1102
C -3.5242 1.4543 5.8521
C -2.3244 2.1157 5.1699
C -1.4299 1.1152 4.4595
C -2.0676 0.3485 3.3170
C -2.3880 -1.0128 3.4998
C -3.3358 -1.6157 2.6688
C -3.8903 -0.9031 1.6002
C -3.3965 0.3675 1.2887
C -2.4489 0.9710 2.1188
S 0.2770 1.7941 3.6839
O 1.0972 2.3712 4.7294
O -0.0394 2.5980 2.5198
C 1.3647 0.4594 3.1163
C 2.2299 -0.1068 4.0561
C 3.1671 -1.0573 3.6430
C 3.2764 -1.3938 2.2887
C 2.4402 -0.7812 1.3481
C 1.4874 0.1647 1.7556
C -1.4248 2.9755 6.0813
C -0.9399 2.7354 7.3551
C -0.0700 3.6859 7.9284
C 0.2882 4.8516 7.2326
C -0.2647 5.1285 5.9779
C -1.1006 4.1740 5.4122
C -1.9101 4.2765 4.1899
C -2.0292 5.3136 3.2727
C -3.0283 5.2310 2.2989
C -3.9787 4.2075 2.3480
C -3.8954 3.2035 3.3277
C -2.7716 3.1663 4.1340
C -3.9024 1.7121 7.1813
C -4.9971 1.0819 7.7689
H -7.1834 -1.8816 6.0168
H -6.8855 -2.6357 7.6086
H -8.4237 -1.8191 7.2893
H -7.6449 1.0688 8.7194
H -8.4704 -0.5040 8.8515
H -6.9210 -0.2454 9.6995
H -5.8577 -0.9039 5.1274
H -4.2608 0.5566 4.0278
H -0.9506 0.4320 5.1828
H -1.9469 -1.5516 4.3439
H -3.6262 -2.6512 2.8522
H -4.6622 -1.3485 0.9695
H -3.7275 0.8948 0.3917
H -2.0252 1.9312 1.8244
H 2.1750 0.2050 5.0988
H 3.8066 -1.5238 4.3930
H 4.0109 -2.1368 1.9749
H 2.5242 -1.0327 0.2895
H 0.8548 0.6766 1.0301
H -1.2459 1.8385 7.8982
H 0.3244 3.4981 8.9280
H 1.0173 5.5396 7.6600
H -0.0482 6.0311 5.4049
H -1.3135 6.1294 3.3282
H -3.0730 5.9703 1.4993
H -4.7967 4.1719 1.6304
H -4.6947 2.4750 3.4339
H -3.3436 2.4400 7.7637
H -5.2651 1.3170 8.8012
*
```

***

C2H7S3 | wB97M-V/def2-TZVPD

Values from the calculation:
F_max in eV/Å: 1.08
Relative energy (zero: lowest compared OMol25 entry of this formula, charge and spin) in kcal/mol: 14.49
E_HOMO in eV: -2.07

Geometry as ORCA input:
```
! wB97M-V def2-TZVPD RIJCOSX def2/J DEFGRID3
* xyz -1 1
C 1.8615 -0.9867 0.7959
S 2.5443 0.4761 1.6171
H 1.6850 -0.7728 -0.2593
H 0.9069 -1.2546 1.2365
H 2.5598 -1.7904 0.8783
C -2.0226 0.3112 -0.5440
S -1.9958 0.2121 -2.3747
S -0.7359 1.7801 -2.9037
H -1.9944 1.3781 -0.3429
H -3.0139 -0.0616 -0.2722
H -1.2223 -0.2182 -0.0233
H 1.4276 0.9267 2.1922
*
```

***

C28H31N5O5Re | wB97M-V/def2-TZVPD

Values from the calculation:
Expectation value of S²: 3.857
F_max in eV/Å: 2.97
Relative energy (zero: lowest compared OMol25 entry of this formula, charge and spin) in kcal/mol: 60.86
E_HOMO (alpha / beta) in eV: -6.82 / -7.05

Geometry as ORCA input:
```
! wB97M-V def2-TZVPD RIJCOSX def2/J DEFGRID3
* xyz 0 4
Re 13.6791 9.4233 10.4505
C 15.9588 9.0385 6.1284
O 16.9271 9.1078 7.1994
C 16.9425 10.2272 7.9679
C 18.1549 10.8933 8.2152
C 18.1552 12.1250 8.8820
C 16.9997 12.6274 9.4425
C 15.8247 11.7949 9.4864
C 14.6999 12.2252 10.2193
N 13.6568 11.4151 10.3524
N 12.4813 11.9977 10.6681
C 11.4617 11.1848 10.3900
O 11.6873 10.0217 9.8101
C 10.1213 11.6693 10.6203
C 9.9565 12.9656 11.1499
C 8.6656 13.4949 11.2445
C 7.6088 12.7294 10.8424
C 7.7597 11.4107 10.4089
C 9.0360 10.8724 10.2813
C 15.7576 10.6588 8.6424
O 14.6624 9.9936 8.5562
H 16.2256 8.1567 5.5575
H 16.0321 9.9561 5.4734
H 14.9414 8.9266 6.5092
H 19.1226 10.4723 7.8373
H 19.0700 12.7116 8.9716
H 17.0350 13.5979 9.9437
H 14.6319 13.2368 10.6317
H 10.8330 13.5835 11.3755
H 8.4139 14.4754 11.6579
H 6.5924 13.1678 10.9525
H 6.8833 10.7837 10.1497
H 9.1877 9.8330 9.9364
C 14.6530 5.6877 8.7141
C 14.7438 6.9033 9.5194
N 13.6523 7.6889 9.5183
O 12.7016 7.2620 8.6075
C 15.7780 7.4379 10.2653
C 17.1955 6.9894 10.3296
N 15.3550 8.5031 10.9683
O 15.9991 8.7927 12.1374
H 14.8565 5.9419 7.6445
H 13.6366 5.2820 8.7698
H 15.4199 4.9416 8.9765
H 12.0027 7.9266 8.5677
H 17.4262 6.2660 9.5450
H 17.4132 6.5513 11.3066
H 17.8667 7.8454 10.1372
C 10.4492 6.5136 12.1001
N 11.0755 7.3406 13.1081
C 10.9636 6.8710 14.5214
C 11.3509 8.7252 12.8611
C 12.7221 9.2447 13.3570
C 12.8940 9.3919 14.7330
C 14.1766 9.6611 15.2712
C 15.2727 9.6845 14.4273
C 15.0987 9.7893 12.9817
C 13.7001 9.5619 12.4539
H 9.3875 6.3568 12.3707
H 10.9269 5.5088 12.0971
H 10.5269 6.9950 11.1150
H 10.6577 5.8323 14.5302
H 10.1892 7.4834 15.0151
H 11.9319 7.0237 15.0595
H 10.5308 9.2949 13.3460
H 11.1841 8.8883 11.7990
H 12.0478 9.3566 15.4509
H 14.3233 9.7617 16.3811
H 16.3062 9.7319 14.8018
H 15.5481 10.7002 12.5427
*
```